No. 1
ORCA calculation (ωB97M-V with the def2-TZVPD basis set) on 2 unconnected molecules or ions with the total composition C24H21F6N2 in a non-equilibrium geometry.

Each line ends with the Löwdin charge.
Element x y z (Å)
F: 0.4700 -4.7161 -6.1502  0.161
C: 1.0456 -3.5880 -5.6953  -0.562
F: 2.3862 -3.6862 -5.7620  0.157
F: 0.6176 -2.5304 -6.4094  0.172
C: 0.6412 -3.3782 -4.2525  -0.067
C: 1.5262 -2.8069 -3.3587  0.029
C: 1.1483 -2.5654 -2.0640  0.041
C: -0.1502 -2.8856 -1.6109  -0.165
C: -0.4537 -2.6171 -0.2530  0.149
C: -1.5731 -2.9394 0.5520  -0.163
C: -2.6905 -3.6978 0.1396  0.035
C: -3.7702 -3.8643 0.9697  0.030
C: -3.7546 -3.3630 2.2572  -0.065
C: -4.9542 -3.5427 3.1622  -0.561
F: -4.5248 -3.6358 4.4345  0.159
F: -5.7587 -2.4738 3.0164  0.173
F: -5.6066 -4.6649 2.8068  0.158
C: -2.6412 -2.6823 2.7117  0.030
C: -1.5747 -2.4615 1.8806  0.042
C: -1.0508 -3.4150 -2.5599  0.033
C: -0.6457 -3.6738 -3.8448  0.028
H: 2.5125 -2.5511 -3.7075  0.136
H: 1.8463 -2.1163 -1.3765  0.131
H: 0.2935 -2.0291 0.2542  0.105
H: -2.6878 -4.2155 -0.8004  0.104
H: -4.6484 -4.3915 0.6355  0.136
H: -2.6358 -2.3300 3.7294  0.137
H: -0.7217 -1.9069 2.2366  0.125
H: -2.0908 -3.5308 -2.3218  0.104
H: -1.3274 -4.0966 -4.5638  0.138
C: 1.7510 6.8807 1.8022  -0.152
C: 2.9858 6.6819 0.8868  -0.151
C: 3.0005 5.1936 0.4933  -0.159
N: 1.6946 4.6214 0.8983  -0.122
C: 1.4744 3.2054 0.9218  -0.218
C: 2.2288 2.3334 1.6981  0.004
C: 1.9360 0.9921 1.6756  -0.155
N: 0.9732 0.4376 0.9548  0.038
C: 0.2658 1.2783 0.2142  -0.165
C: 0.4626 2.6344 0.1662  0.004
C: 1.0670 5.5065 1.9117  -0.155
H: 2.0329 7.2609 2.7914  0.107
H: 1.0629 7.6212 1.3765  0.106
H: 2.9154 7.3156 -0.0057  0.106
H: 3.9176 6.9659 1.3900  0.107
H: 3.1231 5.0428 -0.5842  0.114
H: 3.7996 4.6353 0.9914  0.103
H: 3.0245 2.7127 2.3147  0.117
H: 2.5184 0.3128 2.2795  0.105
H: -0.5144 0.8480 -0.3936  0.097
H: -0.1373 3.2739 -0.4566  0.117
H: 1.2010 5.0507 2.8985  0.110
H: -0.0097 5.5509 1.7195  0.112

Cartesian forces, eV/Å:
F 0.4958 0.5705 -0.3259
C -0.1225 -0.0397 0.8972
F -0.6662 -0.0286 -0.6329
F 0.3882 -0.6330 -0.1664
C 0.0803 0.1760 0.3098
C 0.5044 0.0640 -0.3017
C -0.1114 0.1140 0.4210
C -0.1281 0.0124 -0.1979
C -0.2856 -0.0985 -0.1383
C -0.0916 -0.1818 -0.0384
C 0.0354 -0.1757 -0.0003
C -0.3357 -0.2041 -0.3876
C 0.2742 0.2225 -0.0860
C 0.7516 -0.0612 -0.4596
F -0.8050 -0.0015 -0.3808
F -0.0008 -0.6310 0.4235
F -0.1270 0.6004 0.6037
C -0.1164 0.1432 0.5601
C 0.3073 0.2062 -0.1969
C -0.1037 0.1235 -0.0604
C -0.4352 -0.2243 -0.1721
H 0.1838 0.0636 0.1172
H 0.1284 0.0626 0.1428
H 0.3662 0.2067 0.2725
H -0.1066 0.0052 -0.0823
H 0.0088 -0.2218 -0.1378
H 0.1473 0.1256 0.1229
H 0.1489 0.1678 0.0252
H -0.0670 -0.1206 -0.0370
H -0.2343 -0.0047 -0.0306
C -0.0776 -0.0608 -0.0971
C -0.0638 -0.0658 -0.0798
C -0.2354 -0.9195 0.1457
N -0.1514 0.8870 -0.5085
C 0.3393 1.0454 0.3361
C 0.0627 0.5622 -0.0978
C 0.4977 -0.5019 0.4459
N -0.1382 -0.3677 -0.1455
C -0.4823 -0.2021 -0.3248
C 0.0731 0.6758 -0.0239
C -0.1115 -0.9273 -0.1090
H -0.0454 -0.1924 -0.2205
H 0.1712 -0.2331 0.0337
H -0.0510 -0.2020 0.2048
H -0.2319 -0.1502 -0.0789
H 0.0935 0.0997 0.1084
H 0.2894 0.2043 0.0268
H 0.1954 0.0014 0.1531
H 0.1194 -0.1049 0.1402
H -0.2252 -0.1577 -0.1322
H -0.1892 0.0464 -0.1623
H -0.0034 0.2090 0.2174
H 0.0813 0.1165 0.1052

Properties
energy above the lowest of the compared OMol25 structures with the same formula, charge and spin	0.0	kJ/mol
E_tot	-1635.5993	Eh
largest force on an atom	0.0223	Eh/bohr
LUMO	-6.189	eV
molecular weight	451.43	g mol⁻¹
HOMO energy	-0.379	hartree
total charge	+1

No. 2
ORCA calculation (ωB97M-V with the def2-TZVPD basis set) on a molecular structure, C30H81N3O18 in a non-equilibrium geometry.

Each line ends with the Löwdin charge.
Element x y z (Å)
C: 0.5908 3.0956 4.7620  -0.001
O: 0.6183 1.7740 4.1239  -0.357
C: 1.5007 0.8735 4.7038  -0.144
C: 1.3574 -0.5286 3.9779  -0.125
N: 2.0258 -0.5934 2.6489  -0.095
C: 2.6992 -1.8479 2.3718  -0.133
C: 1.7013 -2.9841 2.0179  -0.185
O: 2.4441 -4.2467 1.9338  -0.179
C: 2.6157 -4.9144 3.2049  -0.071
H: 0.6792 3.1943 5.8439  0.093
H: -0.3984 3.5125 4.5729  0.101
H: 1.3602 3.7178 4.3047  0.078
H: 1.3350 0.8119 5.7794  0.143
H: 2.5778 0.9324 4.5474  0.139
H: 0.2867 -0.7198 4.0488  0.125
H: 1.8272 -1.1820 4.7131  0.126
H: 2.7940 0.0538 2.7540  0.143
H: 3.4271 -2.2910 3.0515  0.120
H: 3.1838 -1.7076 1.4056  0.128
H: 1.2431 -2.8277 1.0413  0.109
H: 0.9293 -2.9571 2.7869  0.079
H: 2.8167 -5.9617 2.9795  0.107
H: 1.7354 -4.6964 3.8095  0.016
H: 3.4477 -4.4126 3.6991  0.087
C: 0.0522 -4.4756 5.0501  -0.068
O: -0.3028 -3.5623 4.0300  -0.215
C: -0.5944 -4.1799 2.8340  -0.286
C: -1.1024 -3.3418 1.7109  -0.218
N: -2.0317 -2.4393 2.3176  -0.024
C: -2.3034 -1.2622 1.5276  -0.141
C: -3.4004 -0.5156 2.3828  -0.171
O: -3.0814 -0.0257 3.6882  -0.066
C: -2.3704 1.0771 3.7187  -0.205
H: -0.6432 -5.3062 5.1715  0.106
H: 0.0141 -3.8823 5.9636  0.102
H: 1.0915 -4.7777 4.9207  0.056
H: -1.3157 -4.9725 3.0328  0.133
H: 0.2820 -4.7624 2.5496  0.112
H: -1.5684 -4.0528 1.0286  0.135
H: -0.1955 -3.0522 1.1801  0.073
H: -1.5111 -2.1579 3.1360  0.097
H: -2.6776 -1.5189 0.5366  0.128
H: -1.3835 -0.6779 1.5061  0.083
H: -4.2533 -1.1763 2.5379  0.125
H: -3.8364 0.2563 1.7486  0.038
H: -2.6331 1.6753 4.5912  0.118
H: -2.3301 1.6682 2.8038  0.082
H: -1.2945 0.9745 3.8606  0.042
C: 0.0662 1.2362 2.6037  -0.218
O: 0.5605 1.3774 1.3237  -0.064
C: 1.0231 0.1253 0.8078  -0.092
C: 1.7288 0.4399 -0.5364  -0.190
N: 0.9923 0.4033 -1.7421  -0.040
C: 0.0135 1.5923 -1.7211  -0.130
C: -0.6751 1.7980 -3.0941  -0.078
O: -1.2959 0.6449 -3.6569  -0.304
C: -2.2584 -0.0651 -2.9293  -0.076
H: -0.3072 2.2103 2.9195  0.123
H: 0.9631 1.0648 3.1989  0.010
H: -0.8036 0.6241 2.8426  0.066
H: 0.1874 -0.5449 0.6065  0.128
H: 1.8372 -0.2915 1.4008  -0.005
H: 2.4876 -0.3279 -0.6876  0.111
H: 2.4155 1.2813 -0.4434  0.127
H: 0.4063 -0.4192 -1.7327  0.105
H: 0.5100 2.5354 -1.4929  0.077
H: -0.5981 1.6179 -0.8193  0.089
H: 0.1932 1.9478 -3.7357  0.110
H: -1.4706 2.5427 -3.0715  0.150
H: -1.6597 -0.4911 -2.1242  0.138
H: -2.7087 -0.8810 -3.4947  -0.008
H: -3.0359 0.6425 -2.6416  0.135
C: 0.6321 -0.9376 -5.8983  -0.218
C: -0.4627 -0.5838 -4.8508  -0.205
O: 0.1730 -0.3624 -3.6433  -0.156
O: 1.4286 -2.1029 -5.7451  -0.072
H: 1.1872 -0.0077 -6.0219  0.092
H: 0.1572 -0.8655 -6.8768  0.115
H: -1.0986 -1.4688 -4.8288  0.126
H: -1.1213 0.2377 -5.1328  0.147
H: -0.3551 0.2810 -3.1651  -0.139
H: 1.7292 -2.0957 -4.8334  -0.038
C: 2.5806 2.3053 -3.8213  -0.183
C: 1.9493 3.2241 -2.7271  -0.238
O: 1.8283 4.5978 -3.0173  -0.079
O: 1.6463 2.0958 -4.8286  -0.057
H: 2.9158 1.3020 -3.5586  0.075
H: 3.4407 2.8958 -4.1370  0.126
H: 2.6318 3.4346 -1.9036  0.127
H: 0.9200 3.0437 -2.4170  0.046
H: 1.7046 5.0807 -2.1969  0.083
H: 1.4197 2.9610 -5.1773  0.110
C: 3.0560 -0.8395 -4.2263  -0.206
C: 2.3896 -1.5722 -3.0408  -0.199
O: 1.3336 -2.3491 -3.5219  -0.068
O: 3.8771 -1.7294 -4.9957  -0.039
H: 3.5279 0.0577 -3.8257  0.098
H: 2.2680 -0.5286 -4.9122  0.075
H: 2.1213 -0.8746 -2.2474  0.057
H: 3.1113 -2.2643 -2.6067  0.124
H: 0.8520 -2.6694 -2.7557  0.130
H: 4.8068 -1.6516 -4.7691  0.083
C: -3.9476 -1.4936 -3.4795  -0.359
C: -5.4903 -1.7506 -3.4885  -0.174
O: -5.8048 -2.3394 -4.7601  -0.065
O: -3.1982 -2.5716 -3.8867  0.023
H: -3.6221 -1.0320 -2.5472  0.094
H: -3.7621 -0.6528 -4.1479  0.134
H: -6.0429 -0.8216 -3.3475  0.113
H: -5.9678 -2.3069 -2.6819  0.113
H: -6.6822 -2.0368 -5.0057  0.087
H: -3.6699 -2.8261 -4.6831  0.105
C: -3.3293 3.5093 0.1315  -0.264
C: -2.5858 2.2997 0.5692  -0.208
O: -3.3200 1.5089 1.4527  -0.168
O: -4.5710 3.2890 -0.4117  -0.022
H: -2.6240 3.9478 -0.5744  0.127
H: -3.4981 4.1967 0.9604  0.134
H: -1.6658 2.5905 1.0764  0.128
H: -2.3256 1.5299 -0.1574  0.117
H: -4.0813 1.2671 0.9202  0.116
H: -4.5345 3.6948 -1.2810  0.096
C: 3.3500 3.9409 1.8369  -0.174
C: 1.9735 3.4273 1.7591  -0.230
O: 1.7788 2.6363 0.6103  -0.109
O: 3.6283 4.2839 3.2559  -0.084
H: 3.3059 4.8232 1.1983  0.116
H: 4.1628 3.3418 1.4265  0.120
H: 1.2481 4.2183 1.5692  0.129
H: 1.4410 2.9945 2.6060  0.087
H: 1.2239 1.8711 0.7780  -0.271
H: 3.9805 5.1761 3.2946  0.072

Cartesian forces, eV/Å:
C -0.2720 0.8971 0.8674
O 2.7367 7.5165 15.7215
C 1.6008 -2.9437 1.4716
C -0.2054 0.3215 2.0752
N 2.8246 -2.7014 8.8407
C -0.5203 -1.7500 -1.8482
C 2.1592 0.1317 0.7071
O -1.0449 0.7157 0.1469
C 0.1851 1.7084 -1.1629
H 0.2366 -0.6770 0.2171
H -0.0279 -0.0800 -0.4581
H -0.0142 -0.0691 0.1327
H -0.1592 -0.3257 -0.0818
H 0.3424 1.7861 0.0680
H 0.0269 -0.6910 -0.8313
H 0.1971 -0.5260 -0.0611
H 0.2640 0.6534 -0.0857
H 0.0779 0.5751 0.4957
H 0.6918 0.2606 0.0901
H 0.8393 0.0521 0.1084
H 0.8490 -0.1225 -0.3025
H -0.1263 0.1039 0.3334
H 0.9500 -0.7254 -0.9561
H 0.3644 -0.4528 0.3145
C -0.2004 1.1576 1.0007
O -0.3286 0.9889 1.2658
C -0.3792 -3.8970 -0.3458
C 0.2149 -1.4249 -0.1180
N 0.7691 -0.3382 -0.7585
C -1.0273 0.8592 2.6956
C -2.0819 -2.0973 -0.9980
O -1.5717 -3.3837 -1.3416
C 2.4751 3.9779 1.9410
H 0.0190 -0.1346 -0.3730
H -0.0391 -0.1021 0.1398
H -0.8905 -0.5147 0.9009
H -0.5762 -0.0131 0.1879
H -0.0390 -0.0403 -0.6227
H -0.4530 0.0239 -0.1104
H -1.3249 1.2051 -0.2275
H -0.6208 0.5242 0.5736
H -0.0647 0.0885 -0.0092
H -0.3059 0.3686 -0.6971
H 0.5026 -0.8109 0.3778
H -0.0788 -3.4607 2.0860
H -0.6865 0.4126 0.0007
H -0.4751 0.1052 1.2307
H -1.4563 -0.6917 2.0827
C -0.5386 -1.3042 -5.3627
O -10.1172 -10.2597 2.7457
C 0.3447 0.8026 -6.3116
C 1.1523 -1.5195 0.5429
N -1.7794 4.3426 1.5541
C -0.9635 -1.4005 1.1587
C -0.9174 1.1778 1.5435
O -14.3658 11.1344 2.9955
C 3.1853 2.2141 0.4705
H -1.1889 0.5047 -2.6794
H -0.7842 -3.1434 -6.9452
H 1.6025 -1.0633 -2.3890
H 0.0593 -0.1651 0.2350
H -2.3538 1.0695 -2.5338
H 0.0555 -0.7619 0.5055
H -0.5891 0.1321 -0.3843
H 0.1662 -0.1863 -0.0682
H -0.4007 -1.6059 1.0185
H -0.7264 -0.9758 -0.3350
H -0.8846 0.4626 -0.5093
H 0.5052 0.7078 0.1465
H -0.6837 -0.2957 0.9840
H 5.4241 2.8486 -0.0768
H -0.3850 -0.1801 0.4658
C -1.0597 0.8455 -0.7208
C 2.7274 -3.8045 -3.6840
O 8.1841 -5.9728 -1.8193
O -1.5274 0.9764 -2.9507
H 0.8187 0.1331 0.4171
H -0.3402 -1.1339 -0.2954
H -0.3213 -0.3415 0.3054
H 1.3527 -0.9275 -2.3981
H 3.4610 -3.1575 0.1294
H -0.7520 -0.9338 -1.2811
C -0.3693 1.9274 1.2163
C 1.1322 0.6032 1.2388
O 0.0237 2.6006 -3.0040
O -0.0333 0.1424 -1.4652
H -0.4938 1.1310 0.9384
H 0.3456 -0.0986 -0.5127
H 0.1247 -2.3072 0.8038
H 2.4025 0.0177 -1.5417
H 0.0551 -0.1999 -0.0880
H -0.1022 0.1527 -0.3181
C -0.1870 -0.5418 0.6270
C 1.9047 0.1329 0.4471
O -0.0544 -2.0386 3.0591
O 0.4264 0.4284 0.1638
H 0.8719 -0.8748 -0.3269
H 0.9587 0.6271 0.7462
H 0.1151 -0.5180 -1.1656
H 0.6030 -0.1000 0.0069
H -0.2535 -0.1720 -0.2358
H -0.0401 0.1265 0.2879
C -6.6631 -0.8906 0.3317
C -0.1101 0.0329 -0.1764
O 0.0694 0.2207 0.3467
O -0.0127 -0.8338 0.3101
H -2.0230 -1.9090 0.8704
H -1.8285 -0.2128 -1.0006
H 0.4187 0.6764 -0.4536
H 0.8137 -0.8856 0.2244
H 0.0060 -0.1437 -0.1880
H 0.2158 -0.6232 -0.4991
C 1.7701 0.9556 0.3861
C 0.5405 -0.5879 0.1190
O -0.7504 4.6569 -1.9746
O -1.1454 -0.6628 -1.2984
H -0.1447 0.6483 -0.2553
H 0.5613 0.0064 0.3404
H 0.0756 0.1620 -0.0578
H 0.2822 0.9359 -1.0887
H -0.6683 0.4746 -0.4082
H -0.5377 -0.1915 -0.1137
C 0.7953 1.3605 1.4606
C -3.0671 -0.9379 -1.8536
O 8.0311 8.5967 -3.5929
O -0.1847 -0.1740 -1.2869
H 0.5430 0.3880 0.2331
H -0.3490 -0.5945 0.2545
H 0.3208 1.2524 0.3889
H 1.5397 -0.3943 0.2070
H 2.2728 2.9580 -1.2117
H 0.0824 -0.0011 -0.0477

Properties
energy above the lowest of the compared OMol25 structures with the same formula, charge and spin	3931.2	kJ/mol
E_tot	-2708.4533	Eh
largest force on an atom	0.3582	Eh/bohr
LUMO	0.093	eV
molecular weight	771.98	g mol⁻¹
HOMO energy	-0.259	hartree
total charge	0

No. 3
ORCA calculation (ωB97M-V with the def2-TZVPD basis set) on 2 unconnected molecules or ions with the total composition C2H7NO2 in a non-equilibrium geometry.

Each line ends with the Löwdin charge.
Element x y z (Å)
O: -1.5320 1.3156 -0.2716  -0.037
C: -1.4023 0.1343 -0.7053  -0.379
O: -2.1477 -0.8572 -0.1884  0.079
H: -0.8588 -0.1824 -1.6036  0.149
H: -2.6354 -0.4473 0.5510  0.135
C: 0.7702 -0.1415 0.6333  -0.239
N: 1.7157 0.0183 -0.4540  -0.068
H: -0.1253 0.6954 0.5238  0.097
H: 0.4824 -1.1884 0.7367  0.075
H: 1.1815 0.1645 1.6069  0.065
H: 1.9832 0.9941 -0.5515  0.065
H: 2.5687 -0.5054 -0.2773  0.058

Cartesian forces, eV/Å:
O -0.1236 -3.3550 -2.1151
C -2.8889 3.3631 0.7258
O 0.6553 0.4776 -0.1645
H 0.2820 0.1001 0.4335
H 0.0598 -0.1360 -0.1733
C -0.9218 2.5836 1.2839
N 0.2222 0.1168 -0.4777
H 3.1672 -2.9342 0.6598
H -0.4601 0.2037 -0.2051
H 0.2252 -0.2929 0.0908
H -0.0431 -0.2064 0.0135
H -0.1743 0.0795 -0.0716

Properties
energy above the lowest of the compared OMol25 structures with the same formula, charge and spin	228.0	kJ/mol
E_tot	-285.5850	Eh
SMILES	O=CO.CN
largest force on an atom	0.0874	Eh/bohr
LUMO	0.854	eV
molecular weight	77.08	g mol⁻¹
HOMO energy	-0.337	hartree
total charge	0

Q: Which formula does entry 3 have?
A: C2H7NO2